Computed, not measured: a cluster of 11 separate species, C36H101N7O15 in total at a distorted geometry, with the ωB97M-V functional and the def2-TZVPD basis.

For the HOMO-LUMO gap, the calculation gives 9.53 eV. The total charge is 0. The calculation puts the total energy at -80106.0885 eV. The value obtained for the energy above the lowest of the compared OMol25 structures with the same formula, charge and spin is 2.834 eV. The SMILES is COC[C@H](C)N.COC[C@H](C)N.COC[C@H](C)N.COC[C@H](C)N.COC[C@H](C)N.COC[C@H](C)N.COC[C@H](C)N.OCCO.OCCO.OCCO.OCCO.

Each line ends with the Löwdin charge.
Element x y z (Å)
C  0.013  4.216  1.080  -0.11
O  -0.024  4.961  -0.100  -0.19
C  1.199  5.093  -0.757  -0.22
C  1.101  5.166  -2.271  -0.42
C  0.619  3.902  -2.852  -0.07
N  2.381  5.739  -2.809  0.05
H  -1.039  4.083  1.358  0.07
H  0.359  4.855  1.935  0.11
H  0.512  3.269  0.990  0.06
H  1.785  5.943  -0.358  0.13
H  1.770  4.184  -0.456  0.10
H  0.417  5.977  -2.576  0.14
H  -0.263  3.502  -2.301  0.07
H  1.434  3.154  -2.675  0.07
H  0.371  3.850  -3.910  0.08
H  2.401  5.690  -3.826  0.07
H  3.142  5.118  -2.540  0.04
C  -4.990  -2.527  -0.777  -0.10
O  -4.471  -3.795  -1.041  -0.18
C  -4.577  -4.606  0.094  -0.21
C  -3.259  -5.265  0.579  -0.40
C  -3.484  -6.298  1.662  -0.05
N  -2.445  -4.150  1.108  0.04
H  -6.058  -2.713  -0.460  0.12
H  -4.813  -1.904  -1.629  0.08
H  -4.503  -2.133  0.116  0.07
H  -4.967  -4.043  0.953  0.11
H  -5.194  -5.496  -0.133  0.13
H  -2.730  -5.745  -0.251  0.13
H  -4.260  -7.032  1.451  0.08
H  -3.899  -5.721  2.506  0.08
H  -2.542  -6.698  2.034  0.08
H  -2.517  -3.385  0.448  0.06
H  -1.458  -4.391  1.123  0.07
C  2.340  1.420  0.294  -0.10
O  2.973  2.055  -0.810  -0.20
C  4.411  2.076  -0.701  -0.18
C  4.947  3.161  0.253  -0.45
C  4.879  4.551  -0.334  -0.05
N  6.286  2.739  0.606  0.04
H  2.704  1.841  1.227  0.08
H  2.381  0.356  0.262  0.06
H  1.270  1.623  0.111  0.06
H  4.826  1.109  -0.474  0.09
H  4.762  2.226  -1.748  0.14
H  4.324  3.213  1.168  0.14
H  5.282  4.623  -1.360  0.09
H  5.489  5.124  0.377  0.09
H  3.875  4.903  -0.343  0.03
H  6.335  1.853  1.074  0.05
H  6.873  2.694  -0.225  0.08
C  2.778  -2.026  5.641  -0.08
O  3.853  -1.895  4.720  -0.18
C  3.426  -1.767  3.411  -0.23
C  4.618  -1.178  2.632  -0.39
C  5.869  -1.979  2.632  -0.07
N  4.881  0.251  3.131  0.08
H  2.130  -2.816  5.344  0.08
H  2.189  -1.110  5.751  0.09
H  3.254  -2.305  6.550  0.08
H  3.113  -2.735  2.986  0.14
H  2.583  -1.063  3.311  0.09
H  4.240  -1.045  1.633  0.09
H  6.367  -1.992  3.640  0.10
H  6.482  -1.417  1.950  0.07
H  5.829  -3.005  2.316  0.07
H  4.960  0.256  4.110  0.05
H  4.142  0.821  2.741  0.04
C  -6.168  1.280  -2.886  -0.11
O  -5.232  1.247  -1.847  -0.19
C  -4.171  2.149  -2.040  -0.22
C  -3.938  2.946  -0.743  -0.39
C  -5.231  3.500  -0.177  -0.06
N  -2.966  4.015  -1.158  0.06
H  -5.696  1.213  -3.890  0.09
H  -6.726  2.195  -2.952  0.08
H  -6.809  0.445  -2.822  0.07
H  -3.291  1.547  -2.293  0.09
H  -4.463  2.837  -2.810  0.11
H  -3.503  2.331  0.066  0.13
H  -5.837  2.635  0.099  0.08
H  -5.793  4.083  -0.910  0.08
H  -5.024  4.106  0.700  0.08
H  -3.401  4.960  -1.121  0.09
H  -2.077  4.016  -0.707  0.02
C  1.611  -0.188  -3.609  -0.11
O  0.271  -0.490  -3.878  -0.22
C  -0.394  0.472  -4.670  -0.20
C  -1.810  -0.048  -4.910  -0.39
C  -1.923  -1.225  -5.883  -0.06
N  -2.731  1.148  -5.168  0.05
H  2.209  -0.421  -4.525  0.11
H  1.986  -0.845  -2.824  0.06
H  1.786  0.868  -3.319  0.08
H  -0.516  1.426  -4.128  0.11
H  0.190  0.624  -5.583  0.13
H  -2.106  -0.520  -3.969  0.11
H  -1.288  -2.078  -5.479  0.10
H  -1.622  -0.997  -6.906  0.07
H  -2.954  -1.601  -5.988  0.07
H  -3.008  1.658  -4.343  0.02
H  -3.576  0.923  -5.687  0.06
C  0.480  -0.480  2.345  -0.14
O  -0.588  0.267  1.829  -0.17
C  -1.229  -0.535  0.807  -0.19
C  -0.399  -0.582  -0.419  -0.41
C  -0.569  0.741  -1.126  -0.03
N  -0.857  -1.800  -1.136  0.08
H  0.209  -0.914  3.313  0.10
H  1.281  0.220  2.582  0.07
H  0.850  -1.255  1.703  0.07
H  -1.555  -1.521  1.191  0.12
H  -2.154  0.025  0.633  0.13
H  0.679  -0.709  -0.134  0.12
H  -0.741  1.463  -0.366  0.06
H  -1.524  0.676  -1.719  0.09
H  0.295  0.967  -1.732  0.06
H  -0.302  -1.880  -1.992  0.08
H  -1.771  -1.560  -1.539  0.09
O  1.157  2.416  4.388  -0.06
C  -0.021  1.794  4.764  -0.27
C  -1.224  2.710  4.887  -0.21
O  -1.415  3.317  3.602  -0.08
H  1.299  2.360  3.402  0.09
H  -0.324  0.947  4.112  0.09
H  0.172  1.406  5.779  0.13
H  -1.186  3.484  5.620  0.11
H  -2.112  2.080  5.087  0.11
H  -2.211  3.821  3.567  0.07
O  -4.035  -2.646  2.592  -0.14
C  -3.904  -2.228  3.984  -0.22
C  -4.292  -0.800  4.232  -0.24
O  -3.261  0.127  3.916  -0.07
H  -3.361  -3.286  2.255  0.01
H  -4.571  -2.893  4.541  0.11
H  -2.858  -2.392  4.303  0.13
H  -4.439  -0.677  5.283  0.11
H  -5.215  -0.594  3.724  0.11
H  -2.841  -0.134  3.076  0.07
O  3.535  -3.105  -3.206  -0.11
C  4.676  -2.495  -2.604  -0.22
C  4.265  -1.615  -1.397  -0.21
O  3.597  -2.407  -0.388  -0.09
H  3.382  -4.004  -2.776  0.06
H  5.302  -3.250  -2.175  0.11
H  5.216  -1.857  -3.371  0.14
H  3.572  -0.805  -1.693  0.09
H  5.152  -1.224  -0.941  0.10
H  2.726  -2.716  -0.660  0.04
O  0.831  -3.572  0.375  -0.09
C  0.504  -4.764  -0.408  -0.20
C  1.285  -4.969  -1.737  -0.23
O  2.674  -5.028  -1.612  -0.07
H  0.352  -2.865  -0.070  0.01
H  0.654  -5.692  0.182  0.13
H  -0.547  -4.701  -0.713  0.10
H  1.041  -4.076  -2.342  0.12
H  0.977  -5.906  -2.203  0.13
H  2.860  -4.458  -0.844  0.08

***

Computed, not measured: a structure of composition C30H42CuN3O2Si2Te, with the ωB97M-V functional and the def2-TZVPD basis.

For the HOMO-LUMO gap, the calculation gives 7.03 eV. The total charge is 0. The calculation puts the total energy at -108047.5908 eV. The value obtained for the energy above the lowest of the compared OMol25 structures with the same formula, charge and spin is 0.407 eV.

Each line ends with the Löwdin charge.
Element x y z (Å)
Cu  -0.929  -1.083  -0.137  0.15
C  0.215  1.778  3.043  -0.03
C  -0.470  0.950  2.003  -0.27
N  0.014  -0.113  1.478  0.00
N  1.238  -0.563  1.876  0.07
C  1.624  -1.571  1.088  -0.49
O  1.018  -2.028  0.084  -0.11
C  2.955  -2.173  1.442  -0.15
C  3.802  -1.572  2.371  -0.04
C  5.035  -2.136  2.657  -0.09
C  5.429  -3.309  2.024  -0.10
C  4.587  -3.912  1.101  -0.09
C  3.357  -3.342  0.807  -0.03
C  -1.832  1.315  1.527  -0.21
C  -2.644  2.171  2.269  -0.01
C  -3.926  2.442  1.824  -0.06
C  -4.364  1.862  0.644  -0.06
C  -3.484  1.038  -0.042  -0.14
N  -2.251  0.773  0.374  0.07
H  1.245  1.446  3.140  0.06
H  -0.269  1.678  4.018  0.08
H  0.197  2.836  2.773  0.09
H  3.478  -0.663  2.858  0.10
H  5.692  -1.660  3.374  0.10
H  6.393  -3.748  2.248  0.10
H  4.893  -4.824  0.604  0.10
H  2.694  -3.784  0.075  0.11
H  -2.274  2.603  3.188  0.11
H  -4.575  3.095  2.393  0.11
H  -5.355  2.046  0.254  0.10
H  -3.779  0.574  -0.977  0.11
C  -1.170  -3.764  1.847  0.01
C  -2.381  -2.921  1.591  -0.34
O  -2.475  -2.243  0.576  0.02
C  -3.475  -2.856  2.602  -0.15
C  -3.533  -3.740  3.675  -0.03
C  -4.555  -3.635  4.607  -0.07
C  -5.510  -2.638  4.475  -0.08
C  -5.448  -1.745  3.412  -0.07
C  -4.436  -1.854  2.475  -0.01
H  -0.470  -3.654  1.022  0.07
H  -1.455  -4.810  1.971  0.09
H  -0.685  -3.444  2.773  0.11
H  -2.783  -4.512  3.787  0.11
H  -4.601  -4.327  5.438  0.10
H  -6.304  -2.554  5.206  0.10
H  -6.190  -0.963  3.318  0.10
H  -4.369  -1.166  1.643  0.11
C  3.483  2.817  -2.732  -0.18
Si  3.556  1.456  -1.450  0.37
C  3.090  2.115  0.235  -0.18
C  5.280  0.731  -1.384  -0.18
C  2.353  0.095  -1.887  -0.55
Te  0.329  0.763  -1.956  1.33
C  0.226  0.880  -4.091  -0.58
Si  -0.999  2.174  -4.670  0.36
C  -1.174  2.064  -6.529  -0.19
C  -2.648  1.845  -3.849  -0.19
C  -0.389  3.874  -4.198  -0.19
H  4.170  3.626  -2.474  0.03
H  2.478  3.242  -2.796  0.01
H  3.760  2.448  -3.722  0.03
H  3.795  2.879  0.570  0.03
H  3.081  1.307  0.972  0.02
H  2.091  2.561  0.220  0.02
H  6.016  1.488  -1.104  0.03
H  5.575  0.320  -2.353  0.03
H  5.333  -0.076  -0.650  0.03
H  2.374  -0.689  -1.130  -0.01
H  2.538  -0.393  -2.846  0.02
H  -0.029  -0.115  -4.459  0.01
H  1.232  1.128  -4.437  0.01
H  -1.526  1.078  -6.841  0.03
H  -0.216  2.248  -7.019  0.03
H  -1.886  2.805  -6.899  0.03
H  -3.025  0.850  -4.098  0.04
H  -3.398  2.578  -4.154  0.03
H  -2.554  1.905  -2.761  0.00
H  0.546  4.111  -4.710  0.03
H  -0.211  3.948  -3.123  0.02
H  -1.123  4.636  -4.473  0.03

***

Computed, not measured: a structure of composition C15H17AuF6N3O7PS3 at a distorted geometry, with the ωB97M-V functional and the def2-TZVPD basis.

For the HOMO-LUMO gap, the calculation gives 2.92 eV. The total charge is +2. The calculation puts the total energy at -96405.8926 eV. The value obtained for the energy above the lowest of the compared OMol25 structures with the same formula, charge and spin is 2.615 eV.

Each line ends with the Löwdin charge.
Element x y z (Å)
Au  0.020  0.392  1.164  1.16
F  -1.134  -0.182  5.770  0.20
C  -1.570  -0.372  4.549  -0.64
F  -2.881  -0.501  4.536  0.19
F  -1.256  0.737  3.809  0.04
S  -0.753  -1.846  3.701  0.64
O  -0.793  -1.431  2.291  -0.42
O  -1.477  -3.003  4.044  -0.17
N  0.702  -1.758  4.292  -0.26
S  1.817  -1.169  3.360  0.68
O  2.319  -2.022  2.341  -0.22
O  1.432  0.195  2.879  -0.45
C  3.142  -0.756  4.620  -0.68
F  3.424  -1.806  5.339  0.22
F  4.209  -0.332  3.966  0.18
F  2.668  0.223  5.379  0.17
C  -1.469  3.670  3.194  0.00
O  -0.864  3.507  1.876  -0.19
P  0.396  2.697  1.479  0.64
O  1.469  3.028  2.533  -0.19
C  2.888  2.688  2.522  0.00
O  0.889  3.333  0.140  -0.22
C  0.055  3.568  -1.024  -0.02
H  -1.836  4.693  3.222  0.12
H  -0.739  3.511  3.983  0.10
H  -2.305  2.985  3.299  0.10
H  3.195  2.648  3.562  0.11
H  3.430  3.471  1.997  0.11
H  3.059  1.723  2.056  0.08
H  0.732  3.765  -1.850  0.11
H  -0.581  4.434  -0.853  0.11
H  -0.563  2.697  -1.242  0.07
S  -1.005  -0.475  -5.427  1.03
C  -0.762  -0.390  -3.656  -0.46
C  -1.826  -0.511  -2.765  -0.02
C  -1.598  -0.298  -1.420  -0.08
N  -0.382  0.017  -0.955  -0.08
C  0.659  0.097  -1.797  -0.11
C  0.507  -0.098  -3.153  -0.02
C  -1.069  -2.261  -5.642  -0.51
C  0.100  -2.920  -5.989  -0.07
C  0.022  -4.298  -6.194  -0.11
N  -1.119  -4.945  -6.070  0.08
C  -2.241  -4.324  -5.759  -0.11
C  -2.266  -2.949  -5.533  -0.07
H  -2.825  -0.743  -3.107  0.13
H  -2.403  -0.367  -0.700  0.13
H  1.626  0.333  -1.373  0.13
H  1.362  -0.012  -3.807  0.13
H  1.037  -2.397  -6.117  0.11
H  0.897  -4.876  -6.468  0.12
H  -3.141  -4.925  -5.696  0.12
H  -3.197  -2.447  -5.308  0.11

***

- What is the formula in the first record?
  C36H101N7O15

***

- Which value of HOMO-LUMO gap does entry 2 give?
  7.03 eV

***

- Among the records above, which one has the highest total charge?
  C15H17AuF6N3O7PS3